No. 1
{"formula": "C20H33N2O14", "method": "the ωB97M-V functional and the def2-TZVPD basis", "species": ["O", "O", "O", "O", "O", "O", "O", "O", "O", "O", "O", "O", "O", "O", "N", "N", "C", "C", "C", "C", "C", "C", "C", "C", "C", "C", "C", "C", "C", "C", "C", "C", "C", "C", "C", "C", "H", "H", "H", "H", "H", "H", "H", "H", "H", "H", "H", "H", "H", "H", "H", "H", "H", "H", "H", "H", "H", "H", "H", "H", "H", "H", "H", "H", "H", "H", "H", "H", "H"], "xyz": [[3.771, 3.041, -3.604], [3.433, -2.888, 2.295], [1.565, 3.394, -3.989], [2.436, 1.306, -4.124], [3.455, 1.548, 6.081], [2.621, -1.636, 0.587], [-6.158, -0.784, -4.541], [1.250, 1.891, 5.689], [-5.374, -2.046, -2.755], [1.235, -2.337, 2.209], [-2.503, 0.314, 0.861], [-2.825, 2.164, -0.411], [-4.331, 1.584, 1.184], [2.133, -0.192, 5.558], [-1.322, -1.284, -3.637], [-0.823, 0.023, -3.600], [-3.184, 1.425, 0.459], [-3.114, -0.115, 2.072], [3.783, 0.852, -4.213], [3.484, -0.643, 5.474], [4.504, 1.849, -3.354], [-4.525, 0.368, 1.903], [-4.322, 0.173, -2.909], [0.532, -1.366, 1.435], [-3.344, 0.576, -4.140], [4.195, 0.359, 6.336], [2.498, 2.652, -3.915], [-1.882, 1.070, -3.662], [3.619, -2.068, 5.961], [-5.343, -0.964, -3.394], [2.189, 1.154, 5.767], [2.516, -2.340, 1.747], [1.185, -0.100, -0.636], [3.913, -0.575, -3.727], [-5.246, 0.612, 3.210], [1.283, -1.391, 0.142], [-1.531, 1.843, -4.453], [-4.680, 1.293, 3.851], [4.131, 0.136, 7.406], [4.443, 1.625, -2.284], [-0.515, -1.644, 1.314], [-3.313, -0.224, -4.965], [3.300, -2.162, 7.003], [5.243, 0.482, 6.058], [3.798, -0.572, 4.427], [-6.215, 1.083, 3.030], [-3.053, -1.199, 2.179], [0.164, 0.072, -0.985], [0.591, -0.404, 1.954], [2.979, -2.733, 5.376], [-1.648, -1.583, -4.568], [0.978, -2.234, -0.487], [-4.936, 1.086, -2.581], [-1.991, -1.504, -2.884], [4.093, 0.922, -5.262], [-2.038, 1.656, -2.663], [5.552, 1.967, -3.635], [1.496, 0.754, -0.026], [4.652, -2.413, 5.880], [1.850, -0.125, -1.501], [-3.657, -0.174, -2.038], [-5.858, 0.040, -4.986], [-5.405, -0.325, 3.749], [-5.110, -0.307, 1.269], [3.267, -1.237, -4.309], [3.597, -0.667, -2.685], [4.945, -0.925, -3.812], [-3.845, 1.492, -4.641], [-2.589, 0.358, 2.909]], "mulliken_charge": [-0.348, -0.595, -0.527, -0.259, -0.320, -0.356, -0.501, -0.549, -0.589, -0.371, 0.013, -0.503, -0.385, -0.359, -0.605, -0.381, 0.406, -0.608, 0.361, 0.603, -0.418, 0.449, 0.399, -0.146, -0.824, -0.477, 0.590, -0.296, -1.482, 0.480, 0.648, 0.561, -0.838, -1.089, -1.509, 0.726, 0.182, 0.357, 0.301, 0.251, 0.059, 0.323, 0.401, 0.318, 0.208, 0.357, 0.354, 0.306, 0.294, 0.327, 0.206, 0.181, 0.326, 0.156, 0.309, -0.081, 0.312, 0.364, 0.375, -0.296, -0.422, 0.367, 0.378, 0.290, 0.372, 0.025, 0.410, 0.402, 0.388], "homo_energy_ev": -1.4181, "charge": -1, "gap_ev": 3.583}

=====

No. 2
{"formula": "C20H34CeClN9O", "method": "the ωB97M-V functional and the def2-TZVPD basis", "species": ["Ce", "Cl", "O", "N", "N", "N", "N", "N", "N", "N", "N", "N", "C", "C", "C", "C", "C", "C", "C", "C", "C", "C", "C", "C", "C", "C", "C", "C", "C", "C", "C", "C", "H", "H", "H", "H", "H", "H", "H", "H", "H", "H", "H", "H", "H", "H", "H", "H", "H", "H", "H", "H", "H", "H", "H", "H", "H", "H", "H", "H", "H", "H", "H", "H", "H", "H"], "xyz": [[0.161, -1.393, -1.241], [0.216, 0.970, -4.982], [4.833, -6.479, -2.675], [2.471, 0.637, 5.000], [0.893, -5.773, -1.071], [2.024, -5.047, -0.949], [-1.813, -0.635, 0.159], [-1.775, -0.717, -2.769], [1.897, -0.089, 2.932], [1.839, -1.568, 4.746], [0.391, -3.670, -0.534], [1.190, -0.810, 0.736], [4.634, -4.141, -2.985], [-0.071, -4.936, -0.829], [-2.772, 0.083, -1.976], [2.762, -2.028, -4.417], [2.633, -0.818, -2.342], [1.532, -0.528, 1.859], [3.498, -5.955, -5.208], [1.730, -3.816, -0.600], [-3.059, -0.626, -0.671], [1.622, -4.864, -3.962], [1.305, -0.114, -4.244], [1.867, -1.161, -5.001], [4.252, -2.740, -2.470], [2.071, -0.365, 4.255], [2.792, -5.873, -3.853], [3.158, -1.901, -3.064], [3.842, -5.480, -2.727], [2.253, -7.274, -3.527], [1.700, 0.072, -2.918], [3.329, -5.633, -1.270], [1.726, -4.007, -3.284], [0.675, -5.355, -3.744], [1.437, 1.004, -2.413], [5.161, -2.151, -2.665], [1.984, -1.771, 5.726], [-1.661, 0.309, 0.529], [1.549, -4.459, -4.971], [2.462, -3.063, -0.340], [3.241, -6.696, -1.052], [1.613, -7.288, -2.644], [2.766, -6.264, -5.955], [1.651, -7.615, -4.369], [4.182, -2.721, -1.379], [3.919, -5.010, -5.555], [-1.112, -5.215, -0.845], [4.284, -6.710, -5.229], [1.563, -2.335, 4.157], [4.061, -5.209, -0.581], [5.589, -4.328, -2.489], [2.638, 1.542, 4.585], [-3.354, -1.665, -0.854], [5.384, -6.485, -3.465], [3.201, -2.807, -5.026], [3.061, -7.985, -3.382], [-1.461, -0.148, -3.565], [3.059, -0.579, -1.366], [2.636, 0.541, 5.993], [-3.886, -0.142, -0.148], [-1.961, -1.213, 0.991], [-3.698, 0.221, -2.536], [1.604, -1.261, -6.046], [-2.278, -1.498, -3.203], [4.872, -4.092, -4.046], [-2.347, 1.075, -1.795]], "mulliken_charge": [1.079, -0.041, -0.638, -0.299, -0.630, 1.022, -0.439, -0.417, -0.352, -0.278, -0.185, -0.495, -1.690, -0.325, -0.590, -0.291, -0.333, 0.602, -1.855, -0.518, -0.645, -1.490, 0.137, -0.980, -1.264, 0.660, 2.050, 0.749, 1.358, -1.838, -1.233, -2.263, -0.004, 0.315, 0.972, 0.626, 0.250, 0.335, 0.449, 0.912, 0.488, 0.411, 0.492, 0.516, 0.546, 0.400, 0.494, 0.503, 0.176, 0.489, 0.425, 0.254, 0.331, 0.535, 0.723, 0.380, 0.159, 0.833, 0.234, 0.459, 0.335, 0.473, 0.570, 0.388, 0.624, 0.343], "homo_energy_ev": [-19.5142, -19.5143], "charge": 4, "gap_ev": [3.865, 3.874]}

=====

No. 3
{"formula": "C20H34CrN10O2S3", "method": "the ωB97M-V functional and the def2-TZVPD basis", "species": ["Cr", "S", "S", "S", "O", "O", "N", "N", "N", "N", "N", "N", "N", "N", "N", "N", "C", "C", "C", "C", "C", "C", "C", "C", "C", "C", "C", "C", "C", "C", "C", "C", "C", "C", "C", "C", "H", "H", "H", "H", "H", "H", "H", "H", "H", "H", "H", "H", "H", "H", "H", "H", "H", "H", "H", "H", "H", "H", "H", "H", "H", "H", "H", "H", "H", "H", "H", "H", "H", "H"], "xyz": [[-0.198, 0.210, 0.073], [-0.307, -2.385, -0.294], [0.109, -0.650, 2.453], [2.902, -1.684, 0.255], [1.566, 1.018, 0.305], [2.839, 2.480, 1.400], [4.113, 7.372, -0.616], [3.668, 5.239, 0.196], [-4.498, -0.197, 0.324], [-5.932, -0.918, -1.306], [-2.191, -0.045, -0.179], [-3.052, 0.472, 1.935], [-3.738, -0.577, -1.892], [4.811, 6.751, 1.485], [-0.281, 0.231, -1.917], [-0.531, 2.379, 0.219], [-3.261, 0.073, 0.670], [-1.438, -0.224, -2.440], [1.684, -1.520, 2.872], [1.119, -3.428, -0.774], [-0.709, -3.105, 1.337], [2.932, -1.295, 2.030], [1.383, 4.809, -0.808], [2.334, -3.399, 0.137], [1.784, 2.147, 0.890], [0.547, 3.054, 0.984], [-4.718, -0.570, -0.943], [-1.558, -0.577, -3.769], [0.745, 0.025, -4.055], [4.198, 6.448, 0.340], [2.925, 4.718, -0.940], [-2.548, -0.310, -1.471], [-0.443, -0.457, -4.590], [-1.028, -2.073, 2.402], [0.789, 0.354, -2.712], [0.756, 4.521, 0.568], [1.323, 5.033, 1.345], [3.125, -3.987, -0.326], [1.381, -3.075, -1.773], [-2.016, -1.644, 2.256], [3.739, 7.160, -1.523], [1.900, -1.194, 3.890], [-2.509, -0.940, -4.130], [-2.167, 0.815, 2.264], [1.629, 0.142, -4.665], [4.575, 8.260, -0.510], [0.264, 3.045, 2.039], [-1.437, 2.676, 0.575], [3.732, -1.887, 2.477], [-6.685, -0.895, -0.636], [0.718, -4.439, -0.863], [5.268, 7.638, 1.617], [4.932, 6.064, 2.208], [0.135, -3.731, 1.617], [1.698, 0.707, -2.239], [-0.503, 2.710, -0.744], [3.239, 3.685, -1.075], [3.766, 4.567, 0.952], [3.217, 5.250, -1.845], [-0.237, 4.978, 0.575], [2.148, -3.815, 1.126], [-6.120, -1.172, -2.262], [1.424, -2.575, 2.919], [-1.575, -3.751, 1.199], [-1.011, -2.543, 3.386], [1.082, 5.820, -1.082], [-0.495, -0.738, -5.634], [-3.867, 0.581, 2.520], [0.951, 4.149, -1.569], [3.244, -0.251, 2.052]], "mulliken_charge": [-0.626, 0.426, 0.083, -0.033, 0.055, -0.767, -0.324, -0.032, -0.752, -0.284, 0.760, -0.181, -0.685, -0.385, 0.636, -0.254, 0.245, 0.451, -0.932, -0.958, -1.164, -0.708, -0.266, -0.746, 0.116, 0.201, 0.273, -0.756, -0.962, 0.856, -1.159, 0.304, -0.639, -0.794, -0.405, -1.222, 0.536, 0.520, 0.469, 0.351, 0.171, 0.567, 0.614, 0.158, 0.496, 0.221, 0.375, 0.382, 0.631, 0.278, 0.503, 0.202, 0.189, 0.539, 0.706, 0.230, 0.245, 0.244, 0.478, 0.361, 0.378, 0.263, 0.469, 0.666, 0.635, 0.430, 0.497, 0.269, 0.292, 0.260], "de_lowest_ev": 0.120, "homo_energy_ev": [-15.7546, -15.7471], "s2": 3.792, "multiplicity": 4, "charge": 3, "gap_ev": [6.994, 7.051]}

=====

No. 4
{"formula": "C20H34N4O2", "method": "the ωB97M-V functional and the def2-TZVPD basis", "species": ["O", "O", "N", "N", "N", "N", "C", "C", "C", "C", "C", "C", "C", "C", "C", "C", "C", "C", "C", "C", "C", "C", "C", "C", "C", "C", "H", "H", "H", "H", "H", "H", "H", "H", "H", "H", "H", "H", "H", "H", "H", "H", "H", "H", "H", "H", "H", "H", "H", "H", "H", "H", "H", "H", "H", "H", "H", "H", "H", "H"], "xyz": [[-1.749, -3.534, 0.830], [0.038, -0.421, 4.453], [2.277, 3.827, -0.391], [-2.212, -2.427, -0.996], [-1.713, -1.553, -0.092], [0.121, 1.646, 3.568], [0.011, 2.571, 2.462], [0.659, 2.189, 4.796], [-2.682, -4.895, -0.985], [-1.446, -2.224, 0.979], [-0.885, -1.712, 2.247], [-4.523, -3.958, -2.445], [3.662, 3.061, -2.231], [-3.763, -4.397, -3.691], [3.392, 4.502, 0.242], [-0.694, -0.200, 2.183], [-0.140, 0.318, 3.503], [4.360, 4.993, -0.832], [-2.227, -3.591, -0.438], [1.124, 3.629, 0.455], [1.310, 2.687, 1.658], [2.721, 2.646, -1.103], [-2.263, -4.354, -3.420], [-1.907, -5.271, -2.256], [4.860, 3.812, -1.658], [-4.191, -4.874, -1.272], [-2.160, -6.302, -2.512], [-0.023, 0.045, 1.360], [3.991, 2.177, -2.780], [-0.834, -5.226, -2.058], [3.121, 3.714, -2.917], [0.070, -2.204, 2.449], [-4.233, -2.937, -2.196], [-1.550, -1.973, 3.074], [1.608, 1.698, 1.306], [3.938, 3.840, 0.939], [5.196, 5.514, -0.362], [-0.246, 3.552, 2.874], [5.511, 4.160, -2.462], [0.716, 1.383, 5.524], [3.835, 5.694, -1.483], [1.658, 2.600, 4.635], [3.250, 1.936, -0.440], [-4.504, -5.894, -1.505], [-0.800, 2.267, 1.799], [0.320, 3.238, -0.177], [-1.978, -3.331, -3.170], [-4.731, -4.553, -0.378], [-4.060, -5.413, -3.966], [-1.657, 0.272, 1.978], [-4.008, -3.738, -4.526], [0.006, 2.978, 5.176], [3.004, 5.352, 0.810], [2.104, 3.069, 2.302], [-2.478, -5.639, -0.206], [-5.599, -3.979, -2.629], [5.440, 3.140, -1.020], [1.845, 2.140, -1.516], [0.814, 4.613, 0.820], [-1.709, -4.663, -4.309]], "mulliken_charge": [-0.383, -0.703, 0.208, -0.201, -0.648, 0.207, -1.416, -1.096, 0.672, 0.535, -0.656, -0.540, -0.867, -0.749, -0.585, -0.411, 0.796, -0.851, 0.161, -1.386, 0.603, -0.578, -0.515, -1.091, -0.676, -1.093, 0.395, 0.142, 0.369, 0.377, 0.346, 0.319, 0.320, 0.318, 0.150, 0.306, 0.371, 0.430, 0.304, 0.347, 0.338, 0.313, 0.305, 0.408, 0.350, 0.383, 0.312, 0.377, 0.343, 0.307, 0.338, 0.335, 0.427, 0.206, 0.231, 0.351, 0.323, 0.432, 0.340, 0.350], "de_lowest_ev": 0.641, "homo_energy_ev": -8.3776, "charge": 0, "smiles": "CN(CCCN1CCCCC1)C(=O)CCc1nnc(C2CCCCC2)o1", "gap_ev": 9.124}

=====

The following max |F| values (in eV/A) correspond, in order, to the records above: 4.38; 1.81; 1.52; 1.42.
The following E_tot values (in hartree) correspond, in order, to the records above: -1944.72890; -2284.40505; -3718.95711; -1152.01154.